# 1
Entry from OMol25: a molecular structure, C44H53BClFIN5O3SiSn (wB97M-V/def2-TZVPD).

```
111
Properties=species:S:1:pos:R:3:forces:R:3
Sn -0.023 -0.143 1.442 -0.778 0.314 -0.130
Cl -1.343 -7.294 3.113 -0.012 0.049 -0.019
C -1.429 -5.555 2.870 -0.054 -0.063 0.033
C -2.134 -4.794 3.761 0.066 0.036 -0.083
C -2.220 -3.410 3.592 -0.017 0.334 -0.125
I -3.320 -2.263 4.954 0.065 -0.124 -0.060
C -1.599 -2.708 2.537 -0.089 -0.092 0.210
O -1.706 -1.443 2.392 0.536 -0.275 -0.318
C -0.826 -3.549 1.624 0.006 -0.003 0.072
N -0.159 -2.906 0.635 -0.083 -0.034 0.003
C 0.556 -3.600 -0.217 -0.093 0.245 0.079
C 0.627 -5.002 -0.181 0.022 -0.067 -0.097
C -0.029 -5.678 0.806 0.050 0.033 0.012
C -0.765 -4.962 1.775 -0.008 0.196 -0.026
H -2.617 -5.268 4.605 -0.032 0.027 -0.010
H 1.104 -3.033 -0.964 -0.053 -0.004 -0.065
H 1.192 -5.532 -0.938 0.040 0.028 0.032
H 0.021 -6.755 0.866 -0.018 -0.046 0.021
C 5.885 -2.088 0.397 0.042 -0.046 -0.205
Si 4.962 -1.309 1.868 -0.019 0.042 -0.028
C 3.958 -2.714 2.614 -0.055 -0.154 0.112
C 6.312 -0.858 3.123 0.103 0.158 0.184
N 3.941 -0.028 1.504 0.051 0.358 -0.005
C 4.308 1.248 1.326 -0.101 -0.216 0.064
C 5.618 1.690 0.951 -0.097 0.131 -0.011
C 5.971 3.026 0.817 0.010 -0.117 0.031
C 5.047 4.037 1.038 -0.081 0.049 0.027
C 3.744 3.667 1.386 0.146 -0.078 -0.075
C 3.399 2.342 1.506 -0.050 0.252 -0.155
F 2.083 2.108 1.817 0.418 -0.277 -0.013
H 6.433 -2.992 0.699 -0.065 0.107 -0.036
H 6.601 -1.392 -0.060 -0.107 -0.099 0.077
H 5.161 -2.374 -0.380 0.124 0.038 0.116
H 4.542 -3.324 3.319 -0.058 0.099 -0.139
H 3.585 -3.381 1.830 -0.072 0.023 0.046
H 3.095 -2.301 3.147 0.071 -0.046 -0.059
H 7.054 -1.654 3.270 -0.116 0.042 -0.031
H 5.848 -0.637 4.094 0.083 -0.046 -0.131
H 6.843 0.050 2.807 -0.057 -0.169 0.094
H 6.364 0.918 0.773 -0.087 0.119 -0.035
H 6.991 3.284 0.542 -0.021 -0.045 -0.015
H 5.318 5.082 0.939 -0.012 -0.019 0.012
H 2.981 4.415 1.572 -0.024 -0.046 -0.012
O -0.233 0.806 4.146 0.152 -0.195 0.293
N -0.873 1.740 3.715 -0.119 0.098 -0.107
O -1.162 1.663 2.467 0.443 -0.408 -0.192
C -3.136 -3.538 -1.388 0.005 -0.035 -0.123
C -3.036 -2.376 -2.378 0.153 -0.069 -0.151
C -3.963 -2.607 -3.576 0.013 0.095 -0.033
C -1.599 -2.137 -2.839 -0.010 0.120 0.141
C -0.940 -3.116 -3.577 0.025 0.007 -0.002
C 0.362 -2.924 -4.016 -0.003 0.008 0.016
C 1.028 -1.745 -3.714 0.008 -0.107 0.000
C 0.410 -0.736 -2.979 -0.060 -0.002 0.167
C 1.172 0.544 -2.669 0.062 -0.133 -0.038
C 2.380 0.276 -1.765 -0.003 0.025 0.018
C 1.591 1.263 -3.954 -0.022 -0.006 -0.035
C -0.912 -0.944 -2.543 0.024 -0.108 0.035
N -1.593 0.106 -1.864 -0.057 0.071 -0.171
B -1.456 0.638 -0.507 -0.012 -0.098 0.253
N -2.375 1.779 -0.577 -0.195 0.013 0.080
C -2.945 1.883 -1.849 0.144 -0.024 0.194
C -2.474 0.892 -2.625 0.041 -0.202 0.180
C -2.544 2.875 0.334 -0.111 0.143 -0.129
C -3.493 2.842 1.369 -0.100 -0.055 -0.064
C -3.571 3.952 2.208 -0.017 -0.062 -0.055
C -2.755 5.058 2.041 0.043 -0.022 -0.042
C -1.854 5.090 0.992 0.005 0.027 0.024
C -1.748 4.013 0.118 -0.100 -0.175 -0.077
C -0.785 4.102 -1.058 0.111 0.075 0.176
C 0.671 4.079 -0.584 -0.069 -0.076 -0.018
C -1.065 5.341 -1.915 0.037 0.030 -0.003
C -4.514 1.727 1.622 0.093 -0.088 -0.274
C -5.614 1.748 0.550 -0.001 0.031 0.038
C -3.974 0.303 1.809 0.030 0.331 0.071
H -4.168 -3.656 -1.041 0.078 -0.005 -0.059
H -2.510 -3.350 -0.521 0.091 -0.011 0.133
H -2.815 -4.481 -1.847 -0.034 0.088 0.058
H -3.371 -1.479 -1.864 0.002 0.107 0.052
H -3.679 -3.509 -4.130 -0.038 0.075 0.050
H -3.922 -1.759 -4.266 -0.023 -0.088 0.028
H -4.998 -2.726 -3.239 0.076 -0.004 -0.028
H -1.454 -4.043 -3.815 0.037 0.050 0.041
H 0.860 -3.696 -4.594 -0.021 0.039 0.046
H 2.051 -1.607 -4.054 -0.082 0.011 0.040
H 0.501 1.204 -2.125 -0.093 0.062 0.036
H 3.107 -0.381 -2.257 -0.060 0.056 0.072
H 2.089 -0.185 -0.817 0.067 -0.012 -0.070
H 2.886 1.214 -1.512 -0.015 -0.082 -0.033
H 2.312 0.667 -4.525 -0.050 0.062 0.040
H 2.062 2.220 -3.712 -0.014 -0.078 -0.017
H 0.725 1.457 -4.596 0.066 -0.004 0.031
H -3.624 2.682 -2.107 0.013 -0.036 0.046
H -2.701 0.658 -3.655 0.029 0.016 0.070
H -4.287 3.933 3.023 0.045 0.000 -0.009
H -2.823 5.893 2.728 0.002 -0.002 0.011
H -1.216 5.957 0.853 -0.048 -0.053 0.002
H -0.932 3.232 -1.692 -0.037 -0.079 -0.024
H 0.890 4.945 0.048 0.014 -0.052 -0.018
H 1.364 4.091 -1.434 -0.071 0.015 0.072
H 0.862 3.179 0.003 0.067 0.053 0.021
H -0.791 6.259 -1.383 -0.053 -0.070 -0.060
H -2.123 5.407 -2.184 0.051 -0.004 0.004
H -0.477 5.299 -2.837 -0.012 0.034 0.053
H -4.990 1.998 2.567 -0.025 0.049 0.062
H -5.218 1.417 -0.413 -0.001 0.017 0.010
H -6.027 2.755 0.428 0.012 -0.067 -0.017
H -6.431 1.070 0.829 0.105 0.058 -0.025
H -3.604 -0.119 0.874 0.003 0.004 0.005
H -4.777 -0.343 2.182 0.056 0.051 -0.019
H -3.151 0.282 2.523 -0.220 -0.019 -0.115
```
Positions in Å, forces in eV/Å.

Frontier orbital gap = 5.237 eV
Net charge = -2
Molar mass = 1038.90 g mol⁻¹
HOMO energy = -1.458 eV
Maximum force = 0.85 eV/A
LUMO energy = 3.78 eV
Relative energy (zero: lowest compared OMol25 entry of this formula, charge and spin) = 4.2 kcal/mol
2S+1 = 1
Electronic energy = -97811.4376 eV

# 2
Entry from OMol25: a molecular structure, C44H54BF4IrN7P2Se2Si2 in a non-equilibrium geometry (wB97M-V/def2-TZVPD).

```
117
Properties=species:S:1:pos:R:3:forces:R:3
Ir 0.044 -0.178 -0.005 1.876 0.979 1.082
C -2.001 1.877 2.612 0.183 -0.754 0.010
Si -1.276 0.197 3.156 -0.697 0.285 0.318
C -1.225 0.394 5.077 0.380 -0.164 -0.650
C -2.593 -1.173 2.950 0.496 0.577 -0.142
N 0.193 -0.136 2.275 -2.341 -0.370 -2.629
C 1.470 -0.118 2.678 2.730 -0.038 0.312
C 1.857 -0.063 4.038 -0.624 -0.096 -0.761
C 3.167 -0.035 4.443 1.081 0.071 -0.178
C 4.190 -0.027 3.493 -0.175 0.009 1.085
C 3.869 -0.073 2.163 -0.779 0.009 -0.704
C 2.542 -0.155 1.698 -0.106 0.328 2.730
N 2.267 -0.244 0.386 -3.023 -0.340 -2.869
Si 3.486 -0.205 -0.853 0.291 0.055 -0.803
C 4.778 -1.634 -0.745 -0.380 0.593 0.310
C 4.336 1.517 -0.926 -0.134 -0.719 0.189
C 2.819 -0.464 -2.611 -0.007 0.151 0.717
H -2.822 2.163 3.261 -0.215 0.009 0.197
H -2.388 1.813 1.602 -0.100 0.035 -0.253
H -1.253 2.665 2.647 0.172 0.071 0.062
H -2.229 0.614 5.433 -0.253 0.027 -0.162
H -0.589 1.217 5.390 0.154 0.128 0.068
H -0.900 -0.510 5.585 0.114 -0.153 0.096
H -3.461 -0.908 3.545 -0.183 0.135 0.162
H -2.253 -2.150 3.279 0.172 -0.113 0.133
H -2.927 -1.246 1.923 -0.111 -0.037 -0.296
H 1.082 -0.032 4.781 -0.108 -0.074 0.145
H 3.415 -0.001 5.496 -0.051 0.015 0.086
H 5.225 0.023 3.799 0.099 0.000 0.039
H 4.652 -0.029 1.428 0.273 -0.010 -0.102
H 5.373 -1.620 0.162 0.102 -0.032 0.173
H 5.463 -1.586 -1.588 0.046 0.131 -0.193
H 4.283 -2.602 -0.792 -0.177 -0.114 -0.010
H 5.139 1.633 -0.206 0.154 0.014 0.214
H 3.599 2.288 -0.723 -0.215 0.115 0.075
H 4.751 1.716 -1.910 0.089 -0.079 -0.253
H 2.153 -1.312 -2.704 -0.090 -0.137 -0.077
H 3.658 -0.610 -3.286 0.262 -0.030 -0.052
H 2.281 0.415 -2.938 -0.190 0.121 -0.166
Se -0.413 0.183 -7.460 0.079 -0.132 -0.182
P -0.438 1.654 -5.966 -0.144 0.480 -0.624
C 0.968 2.793 -6.226 -0.238 -0.206 0.045
C 2.202 2.154 -6.291 0.092 -0.097 0.005
C 3.349 2.869 -6.573 -0.011 -0.028 -0.060
C 3.266 4.235 -6.796 0.040 0.055 -0.085
C 2.037 4.870 -6.762 0.102 0.169 -0.068
C 0.884 4.154 -6.486 -0.115 -0.140 0.126
C -1.987 2.588 -6.098 0.201 -0.221 0.167
C -2.255 3.242 -7.297 0.142 0.040 0.025
C -3.507 3.777 -7.520 -0.011 0.131 -0.064
C -4.498 3.645 -6.559 -0.080 0.007 0.048
C -4.235 2.981 -5.374 -0.153 -0.030 -0.007
C -2.981 2.445 -5.141 0.122 -0.072 -0.010
C -0.304 0.979 -4.314 0.106 0.297 0.425
C -0.175 1.385 -2.972 0.050 0.204 0.124
N -0.148 0.238 -2.254 0.314 -0.289 1.468
N -0.234 -0.769 -3.083 -0.087 -0.806 0.405
N -0.327 -0.362 -4.306 -0.066 -0.187 -0.221
P -0.047 2.940 -2.089 -0.010 0.481 -1.148
Se 0.110 2.715 0.016 -0.083 -2.097 0.594
C -1.446 4.008 -2.591 0.310 -0.153 0.252
C -2.601 4.032 -1.822 0.007 -0.201 0.096
C -3.666 4.828 -2.207 -0.087 0.070 -0.034
C -3.584 5.596 -3.359 0.033 -0.006 0.067
C -2.427 5.579 -4.122 0.027 0.162 -0.053
C -1.355 4.798 -3.733 0.136 -0.056 0.036
C 1.425 3.877 -2.633 -0.136 -0.247 0.160
C 1.529 5.178 -2.148 -0.196 -0.013 0.066
C 2.680 5.910 -2.352 -0.006 0.140 0.015
C 3.751 5.340 -3.024 0.031 -0.034 -0.016
C 3.664 4.040 -3.484 0.102 0.107 0.001
C 2.503 3.311 -3.293 -0.161 -0.200 0.003
H 2.235 1.083 -6.142 0.099 -0.073 0.003
H 4.302 2.363 -6.638 0.064 -0.044 0.045
H 4.160 4.802 -7.012 0.062 0.055 -0.027
H 1.977 5.929 -6.972 -0.030 0.067 0.034
H -0.075 4.650 -6.493 -0.083 0.042 0.029
H -1.494 3.287 -8.064 0.016 0.001 -0.051
H -3.716 4.278 -8.455 -0.034 0.038 -0.067
H -5.484 4.043 -6.750 -0.096 0.054 0.012
H -5.006 2.858 -4.629 -0.090 -0.011 0.079
H -2.789 1.899 -4.228 -0.031 -0.054 0.132
H -2.666 3.423 -0.932 -0.038 -0.058 0.048
H -4.560 4.851 -1.602 -0.069 -0.049 0.036
H -4.423 6.209 -3.661 -0.021 0.016 -0.016
H -2.362 6.177 -5.022 0.018 0.006 -0.039
H -0.441 4.798 -4.309 0.030 0.024 -0.056
H 0.704 5.588 -1.581 -0.040 0.179 0.007
H 2.753 6.920 -1.976 -0.021 0.066 0.044
H 4.656 5.909 -3.173 0.106 0.051 -0.009
H 4.510 3.586 -3.978 0.018 -0.049 -0.063
H 2.453 2.294 -3.646 -0.041 -0.097 -0.018
F -4.384 0.559 0.346 -0.294 0.330 0.665
B -3.671 0.033 -0.702 -0.335 0.091 -0.085
F -4.201 -1.163 -1.110 -0.174 -0.783 -0.242
F -3.599 0.933 -1.741 0.238 0.624 -0.715
F -2.329 -0.221 -0.235 1.668 -0.231 0.481
C -0.919 -3.184 -1.193 -0.423 0.076 -0.606
C -0.882 -4.732 -1.216 -0.009 -0.046 0.071
N -0.040 -5.238 -0.139 -0.013 -0.566 -0.031
C 1.316 -4.754 -0.335 -0.048 -0.030 -0.039
C 1.322 -3.207 -0.368 0.656 0.043 -0.004
N -0.029 -2.692 -0.135 0.126 1.795 0.201
C -0.519 -3.197 1.149 -0.164 -0.015 0.595
C -0.532 -4.746 1.137 0.022 -0.054 -0.017
H -1.924 -2.815 -0.994 -0.010 0.103 0.047
H -0.601 -2.753 -2.144 -0.008 -0.043 0.178
H -0.479 -5.107 -2.160 -0.039 0.058 0.013
H -1.880 -5.156 -1.089 -0.011 0.073 -0.042
H 1.686 -5.175 -1.273 0.074 0.078 0.021
H 1.941 -5.140 0.476 -0.019 0.074 -0.059
H 1.651 -2.840 -1.337 0.037 0.082 -0.002
H 1.980 -2.796 0.398 -0.036 0.085 -0.068
H -1.524 -2.807 1.284 0.053 0.102 0.067
H 0.123 -2.806 1.940 -0.103 0.092 -0.048
H -1.539 -5.144 1.290 0.045 0.105 0.025
H 0.113 -5.152 1.921 -0.077 0.063 0.015
```
Positions in Å, forces in eV/Å.

Frontier orbital gap (alpha / beta) = 5.013 / 5.013 eV
Net charge = -1
Molar mass = 1236.03 g mol⁻¹
HOMO energy (alpha / beta) = -3.750 / -3.750 eV
Maximum force = 4.18 eV/A
LUMO energy (alpha / beta) = 1.26 / 1.26 eV
2S+1 = 1
Electronic energy = -236357.6941 eV